[1]
DFT (wB97M-V/def2-TZVPD) results for a 2-piece molecular cluster, C3H7F3NO4P overall.

```
! RIJCOSX wB97M-V def2-TZVPD def2/J DEFGRID3
* xyz -2 1
H -1.91 -0.01 -0.39
H 0.58 -0.52 -1.86
F 1.14 3.15 -0.76
O -0.44 0.27 2.43
O -0.13 -1.86 3.84
P -0.33 -1.30 2.43
C 0.12 -0.40 -0.88
H -1.67 -0.56 -1.95
H -0.36 1.42 0.27
N -1.37 -0.65 -0.97
C 1.20 1.86 -1.17
F 2.53 1.59 -1.18
C 0.47 0.92 -0.24
F 0.80 1.81 -2.47
H 1.18 0.68 0.56
H -1.53 -1.62 -0.69
H 0.48 -1.22 -0.18
O -1.65 -1.88 1.74
O 0.88 -1.68 1.45
*
```

Computed properties:
Kohn-Sham gap = 0.1215 Ha
LUMO level = 0.184 Eh

Atom charges from the Löwdin analysis, given in e for atoms 1 to 5: number 1, H, carries 0.143; number 2, H, carries 0.109; number 3, F, carries 0.104; number 4, O, carries -0.558; number 5, O, carries -0.550

***

[2]
DFT (wB97M-V/def2-TZVPD) results for C51H54As2InN4O9PS5 as an isolated structure.

```
! RIJCOSX wB97M-V def2-TZVPD def2/J DEFGRID3
* xyz 0 1
C -1.10 0.30 5.31
C 2.20 -5.15 -0.47
H 2.54 3.10 3.04
C 4.15 -1.18 -1.26
H -2.71 -3.30 0.14
C -2.91 2.66 -2.79
H 2.59 -4.80 -3.15
H 3.08 -1.26 -1.40
H 3.36 -0.20 0.89
O -9.33 1.62 -0.41
H -3.79 1.59 0.65
C 1.89 -5.18 0.84
C 1.94 1.00 -2.50
C -2.99 -3.08 -3.06
C -0.45 3.71 3.55
H 3.41 2.51 1.59
H 0.07 -1.34 -3.40
H -3.88 -4.61 -0.18
S -3.34 0.22 -5.73
C 4.88 -0.33 -2.07
H -0.21 3.65 4.61
C 6.17 -1.83 -0.13
H 3.38 0.29 -5.49
C 1.62 -4.16 -1.34
N -0.49 -2.34 1.07
C 2.94 0.63 -3.42
H -3.55 3.17 3.30
H -0.56 -3.30 4.28
C -3.76 -3.59 0.16
H -3.01 6.04 1.11
H -4.26 4.95 0.47
H 2.50 -0.80 4.43
C -0.42 -0.59 6.13
C 0.88 -0.96 5.83
C -6.37 -0.35 1.64
H 3.64 1.71 3.17
O -7.96 3.16 -1.05
H 0.99 3.80 -1.06
O -2.36 4.14 0.66
N 0.16 -2.26 -1.57
H -2.41 1.69 -2.83
C 0.43 4.71 -1.31
H 4.22 -2.61 0.33
C 0.35 1.27 -4.33
S -2.51 -2.40 -4.63
H 0.60 5.45 -0.54
O 1.12 0.82 -0.29
C 2.61 0.58 -4.78
C 0.37 -3.26 0.59
O -3.01 3.13 -1.45
H -8.44 0.00 1.12
C 4.80 -1.93 -0.29
C 0.67 1.31 -2.99
C 2.93 2.23 2.53
C -5.06 0.10 1.49
H -0.64 1.53 -4.68
O -4.18 -1.62 2.87
O -2.75 -0.28 1.78
H -6.56 -1.23 2.25
In -1.43 -0.31 -0.42
C -0.49 0.81 4.17
N 4.29 0.41 -3.11
C -3.22 5.26 0.38
H 1.42 -1.65 6.47
C 1.92 -4.07 -2.71
H 0.46 3.90 2.98
H 8.76 0.10 -0.63
H -1.52 -1.63 2.69
O 3.19 1.65 -0.57
As 1.54 0.93 2.09
H -3.92 2.55 -3.18
C -3.39 -0.92 -4.57
H 6.66 -2.42 0.63
H 2.91 -5.85 -0.90
C -0.81 -2.37 2.35
C 0.50 -2.16 -2.84
C 1.37 -3.07 -3.46
H 8.70 -1.49 0.13
S -4.35 -0.76 -3.13
H -2.36 3.38 -3.41
H 1.06 -4.99 3.42
H -2.11 0.59 5.56
H 8.94 -1.36 -1.61
H 8.09 0.72 -2.62
C 6.28 -0.24 -1.94
C 0.80 0.39 3.84
H 1.12 0.81 -6.29
H 2.35 -5.91 1.50
C 0.62 -4.24 2.77
H -0.08 1.62 -2.27
C -3.91 -0.69 2.11
H 7.03 0.19 -3.91
C -7.41 0.32 1.02
H -1.13 4.54 3.38
H -3.63 1.49 3.87
H -5.64 2.78 -0.51
H -0.92 -1.00 7.00
As -1.33 2.05 2.92
H -3.05 5.65 -0.62
H 0.79 5.09 -2.27
C 1.49 -0.48 4.67
H 6.62 1.63 -2.96
S -4.71 -2.44 -0.86
C 2.71 -0.55 1.69
C 0.97 -4.24 1.40
C -3.02 2.39 3.84
P -1.67 3.28 -0.53
C 1.34 0.88 -5.24
C -0.27 -3.32 3.24
H -4.16 -3.45 1.16
C 6.92 -0.99 -0.95
C 7.05 0.62 -2.91
H 3.31 -0.83 2.55
C -7.12 1.43 0.24
C 2.15 1.16 -1.01
H 4.90 0.58 -3.88
O -0.97 4.44 -1.45
C -3.87 -2.25 -2.36
H -2.81 2.73 4.85
C 8.41 -0.93 -0.76
H 2.14 -1.40 1.34
C -4.80 1.24 0.74
S -2.41 -4.59 -2.68
N -8.22 2.12 -0.46
C 0.72 -3.22 -0.82
H 1.59 -2.97 -4.51
C -5.83 1.91 0.10
*
```

Computed properties:
Kohn-Sham gap (alpha / beta) = 0.1975 / 0.2079 Ha
LUMO level (alpha / beta) = -0.084 / -0.075 Eh
Energy above the lowest of the compared OMol25 structures with the same formula, charge and spin = 14.9 kcal per mole

Atom charges from the Löwdin analysis, given in e for atoms 1 to 5: number 1, C, carries -0.085; number 2, C, carries -0.020; number 3, H, carries 0.015; number 4, C, carries -0.038; number 5, H, carries 0.014

***

[3]
DFT (wB97M-V/def2-TZVPD) results for C26H34N3O4P2V as an isolated structure.

```
! RIJCOSX wB97M-V def2-TZVPD def2/J DEFGRID3
* xyz 1 4
H -2.10 -2.55 -5.08
C -3.96 -0.81 4.88
C -1.12 -2.22 -4.74
H -4.88 -1.02 5.42
O 0.07 2.45 0.10
H 0.02 3.02 -1.40
C -0.15 1.45 0.85
C -2.34 -0.66 -3.17
C 3.32 0.06 5.03
O -0.35 -1.94 1.31
H 0.29 1.61 4.88
H -1.84 3.12 -3.25
H -4.28 1.35 -1.71
V 0.26 0.64 -1.63
H 4.25 0.07 5.60
H -3.06 -0.46 -3.98
H -2.82 -1.33 -2.44
N -0.11 0.18 0.38
H 2.39 -2.40 0.28
O 1.58 2.00 -3.30
H 0.04 -3.44 -6.10
H -1.56 1.88 -4.50
N 0.11 -0.84 -3.21
H 3.41 -1.20 -3.44
H 3.74 0.29 0.33
H 2.50 0.47 -3.45
H -0.57 -1.13 5.20
H -3.45 0.24 -0.55
H 3.17 -2.89 -1.27
H -3.10 1.99 -0.51
O 0.13 3.59 -2.29
C 3.88 0.08 -0.74
H -2.84 0.54 1.94
C -2.82 0.07 2.93
C -4.01 -0.21 3.61
H -0.37 2.31 2.72
H 2.41 1.67 6.16
C -1.59 -0.25 3.51
C -1.54 -0.87 4.77
H 0.15 4.55 -2.10
H 0.96 2.97 -2.91
P 2.34 -0.64 -1.35
C 0.95 0.04 3.55
C 2.30 0.95 5.34
C 2.49 -0.67 -3.17
P -1.98 0.91 -2.33
H -2.68 -1.60 6.44
H 3.94 -1.58 3.73
C -3.34 1.14 -1.17
C -1.07 -1.27 -3.72
C -2.19 2.15 -3.63
C -2.73 -1.13 5.45
C -0.34 0.11 2.73
H 2.10 2.25 -4.07
N -0.45 1.45 2.18
C 1.11 0.93 4.61
C 1.27 -2.22 -4.80
H 1.38 -2.83 -1.12
H -3.24 2.20 -3.93
H 4.08 1.02 -1.27
H 2.23 -2.54 -5.19
H 4.70 -0.63 -0.88
C 3.15 -0.86 3.99
C 0.06 -2.70 -5.29
C -0.27 -0.71 1.42
C 2.32 -2.36 -0.81
H -4.96 0.04 3.15
C 1.96 -0.88 3.25
C 1.26 -1.29 -3.75
H 1.80 -1.63 2.48
*
```

Computed properties:
Kohn-Sham gap (alpha / beta) = 0.3054 / 0.3191 Ha
LUMO level (alpha / beta) = -0.085 / -0.092 Eh
Energy above the lowest of the compared OMol25 structures with the same formula, charge and spin = 0.0 kcal per mole
⟨S²⟩ = 3.762

Atom charges from the Löwdin analysis, given in e for atoms 1 to 5: number 1, H, carries 0.125; number 2, C, carries -0.076; number 3, C, carries -0.009; number 4, H, carries 0.107; number 5, O, carries -0.043

***

[4]
DFT (wB97M-V/def2-TZVPD) results for C64H55GeN7O2P2S2Se2Y as an isolated structure.

```
! RIJCOSX wB97M-V def2-TZVPD def2/J DEFGRID3
* xyz 1 1
H 2.09 -3.28 1.95
C -1.83 0.26 -2.67
C -1.48 -4.37 -6.11
H -1.92 4.78 2.53
H -2.12 0.66 -3.64
H 2.98 0.67 -3.47
C -1.23 -4.26 -0.75
C -0.45 -3.48 -1.80
H -4.73 -4.55 -7.02
C 2.16 -7.92 -2.60
H -1.55 -1.87 5.83
C -3.33 -1.01 0.52
C -2.27 -1.63 5.07
H -2.97 -0.93 -0.50
C -0.46 -7.08 -2.46
H 2.55 -6.05 -3.57
H 0.01 -2.21 4.09
H -0.02 4.07 7.53
C 3.43 4.15 1.94
C 2.64 -1.84 -5.68
C 3.91 1.92 1.15
C -0.50 3.34 0.62
H -5.60 -1.08 4.74
C -1.12 5.39 2.94
H -6.19 -0.90 2.32
C -1.42 6.01 -0.31
C -2.21 8.22 -0.82
N 2.29 -1.43 0.13
H -0.96 2.18 3.81
H -4.09 8.32 -1.84
H -0.21 7.04 5.73
Ge -0.05 -4.39 -3.53
N 0.37 -0.24 -1.59
P -0.05 5.08 0.42
C -3.60 -1.39 5.43
N -2.42 -1.15 1.45
Se 1.74 5.24 -0.66
H 2.61 -1.22 -6.56
C 0.17 2.31 1.29
H -1.50 -6.77 -2.45
C -0.26 2.71 4.46
C 4.04 -0.81 -1.22
H 4.71 -1.48 -5.29
C 1.51 -3.33 -4.15
C 2.70 -0.73 -0.98
O -1.79 -3.81 1.54
C -1.62 -4.39 -4.73
H -2.48 -4.38 -8.00
N -0.47 1.16 0.96
C -0.98 -3.68 0.62
H -2.24 0.88 -1.88
S 4.80 -1.80 -0.05
C -1.89 -1.61 3.75
H 3.19 -8.25 -2.67
S 0.58 0.88 -3.88
N -1.47 2.76 -0.10
C 3.81 -1.96 -4.95
C 5.12 2.36 0.64
H 2.25 4.57 6.71
C 1.21 -8.73 -2.01
C 3.27 -2.06 0.71
H 6.44 4.02 0.43
H -3.88 -1.43 6.47
C 0.27 3.77 6.54
H 3.36 -2.38 2.81
H 4.60 -0.35 -2.01
H 5.78 1.66 0.14
H 4.74 -2.85 -3.23
C 3.07 2.81 1.80
C -2.60 -4.41 -6.93
H -1.63 2.89 6.08
C -3.34 7.67 -1.41
H -5.00 -4.64 -4.57
C 1.71 -0.12 -1.85
H 2.69 -3.98 -2.48
N -0.61 -2.01 3.30
H 2.76 4.84 2.43
C 3.83 -2.73 -3.80
H -2.09 9.29 -0.79
C 3.12 -2.93 1.90
H -0.36 7.81 0.18
C -2.54 5.46 -0.92
H 1.50 -9.69 -1.59
H -3.02 -4.51 -3.11
C 5.49 3.68 0.80
H 0.60 -2.45 -5.87
C -4.20 -1.14 3.11
C 1.50 -2.53 -5.28
Se 1.75 0.09 3.01
H 0.53 -3.26 -1.37
C -1.19 5.88 4.23
C -0.16 6.68 4.72
C -2.84 -1.29 2.74
H 2.95 3.81 4.48
C 2.68 -3.39 -3.39
C 0.49 -6.23 -3.02
C -3.49 6.30 -1.47
H 3.62 0.88 1.06
Y -0.01 -1.02 0.97
C -0.64 3.10 5.73
H -0.77 -2.89 2.77
C -0.03 5.70 2.14
H 3.79 -3.78 1.83
C -0.35 0.24 -2.57
C 4.65 4.57 1.44
C 1.81 -6.68 -3.10
C -1.25 7.39 -0.27
C -4.71 -0.96 0.78
C -0.11 -8.31 -1.95
H -2.65 4.38 -0.97
C 0.97 6.54 2.61
P 1.52 2.16 2.47
N -1.44 1.48 0.12
H 1.79 6.81 1.96
H -2.04 5.65 4.85
C 1.55 4.04 6.08
C -3.86 -4.50 -6.38
H -0.93 -2.52 -1.98
C 1.03 2.98 4.01
C 1.94 3.63 4.82
C 2.01 0.48 -3.05
H -5.40 -0.87 -0.05
H -0.86 -8.95 -1.51
C -2.90 -4.48 -4.19
H -2.31 -4.27 -0.93
C 0.91 7.01 3.91
C -4.01 -4.54 -5.00
C -4.56 -1.18 4.47
H 4.93 5.61 1.55
H 1.69 7.66 4.29
H -4.37 5.87 -1.94
O 0.14 -3.06 0.78
H -0.50 -4.33 -6.54
H -2.23 -0.75 -2.58
H -0.90 -5.31 -0.71
C -5.14 -0.98 2.07
*
```

Computed properties:
Kohn-Sham gap = 0.2643 Ha
LUMO level = -0.089 Eh
Energy above the lowest of the compared OMol25 structures with the same formula, charge and spin = 48.8 kcal per mole

Atom charges from the Löwdin analysis, given in e for atoms 1 to 5: number 1, H, carries 0.067; number 2, C, carries -0.084; number 3, C, carries -0.116; number 4, H, carries 0.117; number 5, H, carries 0.078

***

[5]
DFT (wB97M-V/def2-TZVPD) results for one molecule with the formula C2H5N5O.

```
! RIJCOSX wB97M-V def2-TZVPD def2/J DEFGRID3
* xyz 0 1
N -0.06 0.56 -0.56
H -0.40 2.73 -0.31
H 1.65 1.28 0.64
O -1.41 -0.07 -0.48
H 2.16 -0.14 1.59
C 0.59 -0.20 0.25
N 0.10 1.99 -0.98
H -0.20 2.30 -1.92
C -1.20 -1.37 0.14
H -1.39 -3.43 0.44
N -1.88 -2.38 0.15
N 0.20 -1.38 0.57
N 1.86 0.11 0.47
*
```

Computed properties:
Kohn-Sham gap = 0.3377 Ha
SMILES string = [H]/N=c1\nc(N)n(N)o1
LUMO level = 0.010 Eh
Energy above the lowest of the compared OMol25 structures with the same formula, charge and spin = 127.0 kcal per mole

Atom charges from the Löwdin analysis, given in e for atoms 1 to 5: number 1, N, carries -0.054; number 2, H, carries 0.142; number 3, H, carries 0.166; number 4, O, carries 0.008; number 5, H, carries 0.188